Record 1
Density functional theory data (the ωB97M-V functional and the def2-TZVPD basis) for a gas-phase ion, C5H15NP (charge +1) at a distorted geometry.

Each line ends with the Löwdin charge.
Geometry (Å):
1 C 1.887108 0.364522 0.394297  -0.011
2 C 0.311799 0.243175 0.848595  -0.347
3 C -0.116927 -0.692093 2.126551  -0.026
4 C -0.525898 -0.026529 -0.449040  -0.741
5 C -0.553626 -1.492569 -0.828236  -0.056
6 N 0.158832 0.869955 -1.639149  0.177
7 P -2.107806 0.682120 -0.060087  0.981
8 H 2.080776 -0.588406 -0.099252  0.078
9 H 2.411682 0.476783 1.324193  0.083
10 H 2.107789 1.161156 -0.222145  0.034
11 H 0.138452 1.225100 1.162943  0.067
12 H -1.011430 -1.270777 2.103521  0.058
13 H -0.146480 -0.048792 2.994559  0.079
14 H 0.648070 -1.403742 2.320715  0.066
15 H -1.370216 -1.610597 -1.584007  0.106
16 H -0.846184 -1.954257 0.055826  0.051
17 H 0.429949 -1.903434 -1.099181  0.105
18 H -0.733935 0.926208 -2.179091  0.119
19 H 0.521971 1.716034 -1.381760  0.091
20 H 0.807722 0.490467 -2.401662  0.201
21 H -2.515288 0.866716 -1.434761  -0.055
22 H -1.576359 1.968958 0.047169  -0.059

Cartesian forces (eV/Å) of the 6 atoms listed first:
-2.846 -3.310 2.501
1.358 -1.245 -0.773
1.723 1.554 -1.348
3.026 0.003 1.034
-0.215 1.380 -1.954
-2.418 -4.457 -3.159

## Properties
HOMO energy (eV): -14.331
SMILES: CC(C)[C@](C)([NH3+])P
Charge: +1
Kohn-Sham gap (eV): 11.0


Record 2
Density functional theory data (the ωB97M-V functional and the def2-TZVPD basis) for a molecular structure, C17H31CoN4O6P at a distorted geometry.

Each line ends with the Löwdin spin population.
Geometry (Å):
1 O 1.790298 3.720287 -1.481423  0.167
2 H 2.229117 4.581478 -1.265994  0.014
3 Co -0.196961 0.549931 0.060823  0.708
4 N 0.429769 1.904509 1.260125  0.083
5 N 1.781373 0.132694 0.143644  0.241
6 N -1.902539 0.891362 -0.685831  0.119
7 N -0.200332 -0.574223 -1.534022  0.310
8 O -0.340387 2.567740 2.008946  0.364
9 O -2.673579 1.814631 -0.212825  0.369
10 O 0.848805 -1.023541 -2.250480  0.198
11 O 2.419660 -0.875933 -0.362256  0.293
12 C 2.536585 1.080055 0.770885  -0.033
13 C 1.794554 2.125054 1.331603  0.100
14 C -2.390738 0.078353 -1.697870  0.144
15 C -1.400931 -0.817850 -2.136807  -0.011
16 C 2.382298 3.318565 1.991135  0.015
17 H 2.607208 4.129703 1.277062  0.008
18 H 3.343045 3.028776 2.422575  0.002
19 H 1.746162 3.725555 2.786559  0.001
20 C 3.998750 0.909788 0.828387  -0.012
21 H 4.484647 1.133852 -0.133175  -0.004
22 H 4.198373 -0.141432 1.069788  -0.002
23 H 4.425145 1.565322 1.593571  0.000
24 C -3.713988 0.231375 -2.359010  0.019
25 C -1.496917 -1.796030 -3.241320  -0.009
26 H -4.154930 1.230112 -2.283412  0.001
27 H -4.423388 -0.505032 -1.957520  0.009
28 H -3.608928 -0.000055 -3.427414  0.003
29 H -0.506448 -2.205310 -3.457886  0.000
30 H -1.894130 -1.368923 -4.172959  -0.002
31 H -2.160853 -2.604989 -2.917240  -0.003
32 H -1.500298 2.937475 -0.312024  0.005
33 H 1.633419 -1.036948 -1.539316  0.004
34 C 2.585092 2.951144 -3.069647  0.636
35 H 3.601742 3.284068 -3.242825  0.054
36 H 1.782992 3.437647 -3.624425  0.031
37 H 2.434431 1.855247 -3.242710  0.050
38 O -0.567320 3.220148 -0.619987  0.049
39 H 0.846630 3.655252 -0.993435  0.016
40 H -0.763731 3.885172 -1.339070  0.002
41 C -2.299310 -0.294765 2.274791  0.008
42 P -0.695031 -0.821366 1.609717  0.025
43 C 0.472480 -0.791744 2.973914  0.008
44 C -0.880932 -2.588461 1.252151  0.006
45 C -1.376012 -3.338082 2.312142  0.002
46 C -1.529283 -4.710298 2.198523  0.000
47 C -1.231245 -5.369685 1.009904  0.000
48 C -0.735720 -4.627739 -0.058524  0.000
49 C -0.524943 -3.247697 0.068992  0.002
50 H -2.278176 0.782577 2.450058  0.001
51 H -2.582572 -0.790081 3.201186  0.002
52 H -3.080264 -0.493377 1.539427  0.000
53 H 0.159648 -1.413796 3.807660  0.002
54 H 1.441149 -1.160057 2.636631  0.000
55 H 0.602027 0.226757 3.334815  0.000
56 H -1.636143 -2.837755 3.237636  0.000
57 H -1.886846 -5.277703 3.041473  0.000
58 H -1.372891 -6.444173 0.900825  0.000
59 H -0.495094 -5.104586 -1.008814  0.000
60 H -0.074541 -2.692993 -0.766725  0.001

Cartesian forces (eV/Å) of the 6 atoms listed first:
-2.360 1.796 3.862
-0.690 -0.873 -0.137
3.684 -1.013 -2.982
-1.031 1.050 1.560
0.591 0.788 0.506
-2.290 1.608 1.230

## Properties
Expectation value of S²: 6.17
HOMO energy (spin up / spin down) (eV): -8.249 / -12.416
Charge: +1
2S+1: 5
Kohn-Sham gap (spin up / spin down) (eV): 3.8 / 6.7


Record 3
Density functional theory data (the ωB97M-V functional and the def2-TZVPD basis) for a molecular structure, C11H13ClNO5SeTc.

Each line ends with the Löwdin spin population.
Geometry (Å):
1 Tc -0.715150 -0.750948 0.121258  2.406
2 C -3.932837 1.443181 1.302979  0.000
3 C -2.995389 1.301978 0.122167  0.007
4 C -2.926012 2.534454 -0.753726  0.002
5 O -1.622660 1.027350 0.636750  0.026
6 C -3.371812 0.068441 -0.710561  0.015
7 O -4.421005 -0.007990 -1.264339  0.023
8 O -2.439502 -0.903470 -0.734473  0.153
9 H -3.667602 2.317401 1.900814  0.000
10 H -3.924588 0.551938 1.931718  0.000
11 H -4.944112 1.583192 0.925055  0.000
12 H -2.678724 3.412704 -0.157462  0.000
13 H -3.899891 2.685198 -1.217063  0.000
14 H -2.181985 2.414953 -1.541191  0.001
15 H -1.452127 1.454138 1.488991  0.002
16 Se 0.272910 -0.068341 -1.927099  0.158
17 C 2.110689 -0.211493 -1.377342  0.032
18 C 2.677157 0.705316 -0.503683  -0.001
19 C 4.001073 0.512941 -0.131202  0.002
20 N 4.750852 -0.489302 -0.581410  -0.007
21 C 4.200238 -1.341676 -1.439069  0.002
22 C 2.881191 -1.255776 -1.869535  0.002
23 H 2.111015 1.537051 -0.108112  0.000
24 H 4.477736 1.195934 0.561756  0.000
25 H 4.840879 -2.137046 -1.803164  0.000
26 H 2.478201 -1.976787 -2.568845  0.003
27 Cl 0.224356 -2.976393 -0.040778  0.015
28 C 1.587396 -2.800814 1.162104  0.009
29 C 1.573627 -1.454405 1.883555  0.015
30 O 2.405062 -1.227553 2.701523  0.022
31 O 0.609865 -0.607914 1.520123  0.111
32 H 2.507090 -2.924105 0.596594  0.000
33 H 1.464059 -3.612158 1.873669  -0.001

Cartesian forces (eV/Å) of the 6 atoms listed first:
-0.151 0.103 -0.157
0.012 -0.007 -0.006
-0.029 0.039 -0.039
0.001 -0.002 -0.010
0.078 -0.081 0.072
0.020 -0.126 0.068

## Properties
Expectation value of S²: 3.79
HOMO energy (spin up / spin down) (eV): -13.097 / -13.137
Charge: +1
2S+1: 4
Kohn-Sham gap (spin up / spin down) (eV): 7.4 / 7.3


Record 4
Density functional theory data (the ωB97M-V functional and the def2-TZVPD basis) for 12 unconnected molecules or ions with the total composition H23O12 at a distorted geometry.

Each line ends with the Löwdin charge.
Geometry (Å):
1 O 0.046566 1.055831 1.739343  -0.061
2 H -0.238990 1.579299 2.498521  0.078
3 H -0.208441 1.532162 1.012318  -0.086
4 O 1.454183 1.418516 -4.124385  -0.162
5 H 2.138595 1.393439 -3.419212  0.017
6 H 0.577344 0.954053 -3.682343  0.118
7 O 0.772505 -4.520672 -0.206434  -0.061
8 H 0.529397 -3.793992 0.408135  -0.016
9 O -1.017148 2.796319 -0.086448  -0.427
10 H 1.088498 -1.917327 1.003039  0.096
11 H -1.814055 2.284739 -0.551755  0.006
12 O -1.061038 -2.288346 3.799277  0.028
13 H -1.869289 -2.681112 4.073491  0.037
14 H 3.246876 0.441621 2.068942  -0.019
15 O -1.527750 -1.701431 -3.446606  -0.050
16 H -1.365396 -2.725231 -3.448011  0.098
17 H 0.994430 -4.094842 -0.982703  -0.027
18 O 0.330064 -2.416152 1.400716  -0.024
19 H 0.705320 -2.650740 2.203970  0.008
20 H -1.393762 -1.408102 -2.624890  -0.082
21 O -1.955473 -0.208307 1.058954  -0.135
22 H -1.747306 0.623707 0.387888  0.077
23 H -1.041799 -0.286478 1.318371  -0.033
24 O 0.701841 1.157548 -0.810626  -0.093
25 H 0.217262 1.893402 -0.438037  -0.091
26 H 1.460780 1.009868 -0.227584  0.025
27 O 0.968963 4.459691 -0.508313  -0.129
28 H 1.225025 3.977026 -1.217740  -0.073
29 H 0.020374 4.054120 -0.226427  0.041
30 O -2.991004 0.141761 -1.511475  -0.151
31 H -2.486961 1.069815 -1.451724  0.066
32 H -2.560753 -0.358994 -0.718971  0.038
33 O 3.975744 0.156069 1.629860  0.046
34 H -1.209970 -1.526298 4.222944  -0.027
35 H 4.035361 0.579052 0.857908  -0.032

Cartesian forces (eV/Å) of the 6 atoms listed first:
2.528 -1.919 4.560
-0.037 -0.098 -0.301
-1.507 2.689 -2.917
-2.594 -1.760 1.891
-1.051 -0.065 -0.436
3.602 1.843 -1.392

## Properties
HOMO energy (eV): -6.058
Charge: -1
Kohn-Sham gap (eV): 8.5


Record 5
Density functional theory data (the ωB97M-V functional and the def2-TZVPD basis) for a single C6H12O molecule.

Each line ends with the Löwdin charge.
Geometry (Å):
1 C -1.574036 -1.037008 -0.638618  -0.064
2 C -0.769604 0.114896 -0.035606  -0.387
3 C -1.650079 1.036111 0.815147  -0.077
4 C 0.340496 -0.421777 0.847073  -0.264
5 O 1.158945 -1.485217 0.393894  -0.021
6 C 1.787388 -0.229299 0.637983  -0.285
7 C 2.441575 0.351537 -0.598116  -0.032
8 H -2.375080 -0.656881 -1.283313  0.079
9 H -0.924081 -1.687388 -1.231784  0.079
10 H -2.032439 -1.647005 0.150366  0.087
11 H -0.335868 0.701600 -0.857110  0.127
12 H -2.094590 0.474882 1.648487  0.082
13 H -2.470032 1.464272 0.228520  0.078
14 H -1.069651 1.862992 1.241930  0.082
15 H 0.015292 -0.592513 1.878265  0.147
16 H 2.389436 -0.198828 1.550905  0.136
17 H 1.790175 1.010350 -1.181490  0.070
18 H 2.716454 -0.491375 -1.241069  0.088
19 H 3.355890 0.894502 -0.345754  0.074

Cartesian forces (eV/Å) of the 6 atoms listed first:
-0.025 -0.049 -0.022
0.040 0.007 -0.049
-0.026 0.049 0.023
-0.213 0.140 0.118
-0.012 -0.313 -0.023
0.177 0.033 0.032

## Properties
HOMO energy (eV): -9.974
SMILES: CC(C)[C@H]1O[C@H]1C
Kohn-Sham gap (eV): 11.1


Record 6
Density functional theory data (the ωB97M-V functional and the def2-TZVPD basis) for a molecular structure, C45H60N5O2Se2SiZr.

Each line ends with the Löwdin charge.
Geometry (Å):
1 Zr -0.292838 -0.342130 -0.313436  1.379
2 C -3.728243 6.479266 1.344565  -0.042
3 C -4.515548 5.165871 1.458145  -0.558
4 C -4.670212 4.790825 2.939344  -0.045
5 C -5.909079 5.386799 0.871229  -0.063
6 C -3.755680 4.054605 0.735584  -0.160
7 C -2.463330 3.723984 1.148067  -0.060
8 C -1.783571 2.703512 0.522154  -0.397
9 Se 0.039964 2.304831 0.967077  1.173
10 C 0.805470 2.921629 -0.680859  -0.388
11 C 0.904820 4.279863 -0.896948  -0.056
12 C 1.339935 4.759379 -2.128169  -0.158
13 C 1.629397 3.818346 -3.105384  0.042
14 C 1.518232 2.433211 -2.933967  -0.080
15 C 1.147981 1.978313 -1.663858  -0.327
16 O 1.117652 0.675363 -1.312802  -0.354
17 C 1.855085 1.494853 -4.096085  -0.522
18 C 3.314120 1.042216 -3.946880  -0.032
19 C 1.686607 2.201443 -5.450092  -0.055
20 C 0.945751 0.259138 -4.141328  -0.051
21 C 1.434037 6.266069 -2.359891  -0.557
22 C 2.394331 6.884664 -1.335028  -0.044
23 C 1.939228 6.604885 -3.761817  -0.063
24 C 0.037830 6.885921 -2.188814  -0.042
25 C -2.358535 1.965678 -0.532039  -0.316
26 O -1.666253 0.908112 -0.987276  -0.346
27 C -3.601293 2.345944 -1.042876  -0.074
28 C -4.268172 3.370722 -0.353732  0.031
29 C -4.259057 1.808231 -2.322675  -0.522
30 C -3.431502 0.777248 -3.097688  -0.049
31 C -5.618920 1.179779 -1.987155  -0.031
32 C -4.476637 2.998931 -3.273888  -0.038
33 H -4.264916 7.285483 1.849554  0.088
34 H -3.592550 6.761348 0.298526  0.091
35 H -2.741593 6.400181 1.804384  0.077
36 H -5.210422 5.574969 3.474182  0.088
37 H -3.701093 4.664411 3.425399  0.077
38 H -5.228425 3.858087 3.047254  0.088
39 H -6.416403 6.175227 1.429220  0.089
40 H -6.524356 4.486458 0.936565  0.089
41 H -5.864726 5.700740 -0.174046  0.089
42 H -1.981766 4.272784 1.948375  0.107
43 H 0.624633 4.963787 -0.104620  0.109
44 H 1.947550 4.175557 -4.072403  0.089
45 H 3.994374 1.895512 -3.972709  0.090
46 H 3.586525 0.360093 -4.756875  0.088
47 H 3.460581 0.522517 -2.995156  0.074
48 H 2.400799 3.010242 -5.606503  0.079
49 H 0.677927 2.605155 -5.561231  0.098
50 H 1.851456 1.478670 -6.250373  0.087
51 H 1.133131 -0.427599 -3.322462  0.032
52 H 1.120436 -0.272470 -5.078003  0.084
53 H -0.110197 0.535704 -4.103126  0.090
54 H 3.395422 6.459407 -1.429973  0.092
55 H 2.053393 6.718458 -0.311652  0.077
56 H 2.465429 7.963794 -1.489154  0.088
57 H 2.939113 6.203344 -3.941477  0.090
58 H 1.993477 7.688727 -3.875583  0.089
59 H 1.269170 6.224716 -4.536011  0.088
60 H -0.359607 6.714654 -1.186535  0.074
61 H -0.665982 6.460593 -2.907225  0.091
62 H 0.082704 7.965576 -2.350298  0.088
63 H -5.246620 3.651525 -0.717874  0.096
64 H -3.258876 -0.139427 -2.537365  0.057
65 H -2.458213 1.175691 -3.386387  0.081
66 H -3.975762 0.517226 -4.007976  0.092
67 H -5.496045 0.333978 -1.308931  0.062
68 H -6.097781 0.817096 -2.899538  0.092
69 H -6.297283 1.892105 -1.515427  0.083
70 H -3.523738 3.473488 -3.517591  0.094
71 H -5.131705 3.757388 -2.844619  0.078
72 H -4.933114 2.652027 -4.203443  0.090
73 N 4.074447 -1.790385 0.174961  0.153
74 C 2.815251 -1.633361 -0.226779  -0.130
75 N 1.847834 -1.239052 0.542483  0.028
76 C 2.100847 -0.960376 1.875673  -0.268
77 N 1.132230 -0.655098 2.681607  0.089
78 N -0.085679 -0.703180 2.035538  -0.134
79 C -1.113181 -0.615566 2.786046  -0.049
80 C -2.427869 -0.765011 2.171235  -0.252
81 C -3.597030 -0.705125 2.908623  0.012
82 C -4.796109 -0.965358 2.259261  -0.022
83 C -4.774509 -1.281089 0.914090  -0.023
84 C -3.557252 -1.292489 0.244015  -0.116
85 N -2.408414 -1.037983 0.856177  0.011
86 C 3.471717 -1.028572 2.359139  -0.079
87 C 3.828816 -0.679923 3.664794  0.003
88 C 5.143380 -0.771033 4.064595  -0.050
89 C 6.121036 -1.212173 3.170672  -0.047
90 C 5.790129 -1.560043 1.877533  -0.002
91 C 4.461420 -1.463352 1.477835  -0.161
92 H 4.764024 -2.108147 -0.486870  0.167
93 H 2.594224 -1.849524 -1.265861  0.123
94 H -1.014982 -0.457579 3.855376  0.143
95 H -3.567019 -0.472476 3.964365  0.124
96 H -5.730948 -0.934183 2.802593  0.121
97 H -5.682639 -1.513918 0.376485  0.117
98 H -3.494900 -1.522973 -0.811618  0.089
99 H 3.056216 -0.344808 4.342268  0.119
100 H 5.421366 -0.502096 5.074446  0.114
101 H 7.151382 -1.279732 3.493886  0.117
102 H 6.547372 -1.900754 1.181857  0.122
103 C 1.759040 -4.925187 -1.427098  -0.221
104 Si 0.618736 -4.091810 -2.678390  0.146
105 C 1.662705 -3.349018 -4.044976  -0.217
106 C -0.596273 -5.317348 -3.396034  -0.230
107 Se -0.680488 -2.567913 -1.574585  0.342
108 H 1.902865 -5.977149 -1.686170  0.035
109 H 1.353690 -4.883634 -0.414704  0.024
110 H 2.750267 -4.462411 -1.418366  0.012
111 H 2.251350 -4.148566 -4.505307  0.041
112 H 2.359205 -2.591398 -3.680766  0.011
113 H 1.051758 -2.887637 -4.821910  0.032
114 H -0.064340 -6.105539 -3.935481  0.038
115 H -1.279062 -4.830039 -4.093947  0.033
116 H -1.193528 -5.786512 -2.612064  0.033

Cartesian forces (eV/Å) of the 6 atoms listed first:
0.339 -0.265 0.052
0.002 0.015 0.011
-0.007 0.001 0.006
0.013 0.011 0.010
-0.029 0.012 -0.021
0.007 0.036 0.052

## Properties
HOMO energy (eV): -10.131
Charge: +1
Kohn-Sham gap (eV): 6.5